No. 1
An isolated ion of composition C21H13 and charge +1 in a non-equilibrium geometry, computed with ωB97M-V/def2-TZVPD.

## Properties
F_max (eV/A): 5.6
Lowest unoccupied orbital energy (eV): -6.32
Net charge: +1
Relative energy (zero: lowest compared OMol25 entry of this formula, charge and spin) (kcal per mole): 46.24

Each line ends with the natural charge from an NBO analysis.
Geometry (Å):
C: -0.760 -1.373 2.546  -0.09
C: 0.311 1.430 -3.164  0.04
C: 0.471 -1.823 4.569  -0.21
C: -1.685 0.373 -3.786  -0.20
C: -0.755 -0.347 -0.194  -0.04
C: 1.308 -0.259 2.969  -0.10
C: 1.154 1.457 -0.969  -0.12
C: 0.216 -0.480 2.125  0.04
C: 2.244 1.277 1.311  -0.21
C: -1.761 -1.340 0.268  -0.20
C: -0.609 -1.939 3.834  -0.13
C: -0.869 0.242 -1.501  0.00
C: 1.479 -1.059 4.098  -0.12
C: -0.586 1.126 -4.205  -0.17
C: 2.318 0.577 2.533  -0.12
C: 1.201 0.918 0.373  -0.04
C: 0.229 1.084 -1.857  -0.08
C: 0.173 0.093 0.786  0.07
C: -1.654 -1.829 1.608  -0.13
C: -1.832 -0.139 -2.485  -0.13
C: -0.427 1.836 -5.482  0.01
H: -0.018 2.805 -5.537  0.22
H: -2.579 -1.770 -0.376  0.23
H: 3.078 1.913 1.056  0.23
H: -1.469 -2.493 4.338  0.23
H: 1.937 2.055 -1.362  0.22
H: 0.492 -2.407 5.464  0.24
H: -2.591 -0.759 -2.208  0.23
H: 2.384 -0.986 4.675  0.22
H: -0.890 1.391 -6.353  0.22
H: 1.143 2.104 -3.477  0.22
H: -2.326 -2.635 1.725  0.23
H: 3.172 0.788 3.155  0.23
H: -2.499 0.168 -4.474  0.23


No. 2
C21H13BrCl2N3OV as an isolated structure, computed with ωB97M-V/def2-TZVPD.

## Properties
F_max (eV/A): 0.4
Lowest unoccupied orbital energy (spin up / spin down) (eV): -4.39 / -4.54
<S²>: 3.762
Net charge: +1
Relative energy (zero: lowest compared OMol25 entry of this formula, charge and spin) (kcal per mole): 0.00
Spin multiplicity: 4

Each line ends with the Mulliken spin population.
Geometry (Å):
Br: -1.803 6.486 3.724  0.00
V: 0.250 0.307 0.048  2.83
Cl: 2.189 -3.927 5.106  0.00
Cl: 4.791 -0.999 1.424  0.00
O: 2.026 -0.323 0.453  0.02
N: -0.236 -1.087 1.541  -0.01
N: -1.075 1.951 -0.232  -0.03
N: -0.686 -0.208 -1.764  -0.02
C: 2.141 -2.859 3.747  0.00
C: -0.370 -2.823 3.715  0.01
C: -1.589 5.080 2.493  0.00
C: -1.593 -0.308 -4.380  0.02
C: -1.737 0.859 -3.640  0.00
C: -2.410 3.817 0.631  0.00
C: 0.894 -2.449 3.214  0.01
C: -1.507 -2.330 3.132  0.01
C: -1.272 3.021 0.678  -0.01
C: -0.545 -1.319 -2.487  0.04
C: -2.569 4.850 1.539  0.00
C: 0.916 -1.584 2.105  0.03
C: -0.311 3.242 1.657  -0.01
C: -1.286 0.869 -2.335  0.05
C: -0.458 4.277 2.561  0.03
C: -0.997 -1.412 -3.794  0.01
C: 2.122 -1.136 1.497  -0.03
C: -1.445 2.035 -1.462  0.07
C: 3.298 -1.544 2.085  -0.01
C: -1.398 -1.453 2.049  0.02
C: 3.305 -2.407 3.197  0.00
H: -2.194 1.741 -4.066  0.00
H: -0.425 -3.494 4.561  0.00
H: -1.942 -0.352 -5.403  0.00
H: -3.193 3.611 -0.088  0.00
H: -2.485 -2.600 3.502  0.00
H: -3.457 5.466 1.516  0.00
H: -2.284 -1.037 1.585  -0.01
H: 0.576 2.616 1.695  -0.03
H: -0.869 -2.336 -4.339  0.00
H: -1.882 2.939 -1.883  0.00
H: 0.296 4.462 3.312  0.00
H: -0.050 -2.152 -2.006  0.00
H: 4.253 -2.715 3.617  0.00


No. 3
C21H13Cl3N8Rh as an isolated structure, computed with ωB97M-V/def2-TZVPD.

## Properties
F_max (eV/A): 0.6
Lowest unoccupied orbital energy (spin up / spin down) (eV): -2.46 / -6.95
<S²>: 6.074
Net charge: +1
Relative energy (zero: lowest compared OMol25 entry of this formula, charge and spin) (kcal per mole): 0.00
Spin multiplicity: 5

Each line ends with the Mulliken spin population.
Geometry (Å):
Rh: -0.925 0.064 -0.597  1.09
Cl: -0.457 -5.182 -2.385  0.00
Cl: 0.066 -4.969 0.459  0.00
Cl: -2.661 -5.165 -0.508  0.00
N: -1.832 2.742 -0.130  0.45
N: -0.087 0.245 3.776  0.46
N: 0.134 -0.808 5.984  0.42
N: -2.893 0.657 -0.546  0.08
N: -0.766 1.965 -0.211  0.19
N: -1.105 -1.957 -0.991  -0.02
N: 1.136 0.241 -0.599  0.47
N: -0.846 -0.502 1.574  0.38
C: -4.216 2.637 -0.211  0.10
C: -4.029 -0.045 -0.699  0.00
C: 2.893 1.953 -0.409  0.11
C: 2.074 -0.828 -0.565  -0.08
C: 0.830 3.822 0.029  0.03
C: 3.801 -2.082 0.539  -0.03
C: -0.508 -0.203 2.649  -0.11
C: -5.273 0.526 -0.619  0.10
C: 2.064 -1.752 -1.602  0.06
C: -5.360 1.900 -0.371  -0.02
C: 3.193 3.281 -0.205  0.02
C: 2.169 4.203 0.021  0.16
C: 0.002 -0.356 4.912  -0.11
C: -2.967 2.002 -0.294  -0.03
C: 1.547 1.527 -0.380  0.16
C: 0.518 2.497 -0.179  0.02
C: 2.938 -2.827 -1.575  -0.02
C: -1.043 -4.576 -0.845  0.00
C: 2.943 -0.990 0.508  0.07
C: 3.803 -2.999 -0.502  0.05
C: -1.104 -3.096 -0.934  0.00
H: -3.903 -1.101 -0.897  0.00
H: 4.481 -3.842 -0.481  0.00
H: -4.236 3.701 -0.022  0.00
H: -6.327 2.382 -0.310  0.00
H: 0.037 4.538 0.187  0.01
H: 2.420 5.244 0.181  0.01
H: -6.156 -0.083 -0.751  0.00
H: 3.674 1.237 -0.619  0.00
H: 4.473 -2.209 1.378  0.00
H: 2.936 -0.271 1.319  -0.01
H: 2.946 -3.531 -2.397  0.00
H: 1.394 -1.601 -2.440  0.00
H: 4.221 3.613 -0.237  0.01


No. 4
C21H14BrClN3OPd as an isolated structure in a non-equilibrium geometry, computed with ωB97M-V/def2-TZVPD.

## Properties
F_max (eV/A): 2.9
Lowest unoccupied orbital energy (spin up / spin down) (eV): -11.09 / -13.13
<S²>: 6.051
Net charge: +3
Spin multiplicity: 5

Each line ends with the Mulliken spin population.
Geometry (Å):
Pd: -0.044 -0.086 0.089  1.59
Br: 5.802 4.617 0.650  0.19
Cl: 0.051 -5.117 2.606  0.00
O: 1.908 0.131 -0.145  0.27
N: -0.185 1.945 0.280  0.13
N: -2.056 0.057 0.044  0.16
N: -0.035 -2.150 0.002  0.12
C: -1.888 3.734 0.232  0.04
C: 0.044 -4.158 -1.269  0.01
C: 0.027 -4.253 1.134  0.01
C: 5.014 1.915 0.104  -0.06
C: 3.194 3.437 0.659  0.18
C: -1.463 2.370 0.234  0.20
C: -4.792 0.641 0.114  0.05
C: -2.977 -0.921 -0.033  -0.03
C: 0.034 -4.911 -0.106  0.00
C: 4.562 3.198 0.459  0.24
C: -3.226 4.050 0.231  0.09
C: -2.472 1.336 0.148  0.12
C: 2.229 2.441 0.441  0.08
C: -0.005 -2.773 -1.186  -0.01
C: 2.703 1.103 0.059  0.12
C: -4.342 -0.665 0.034  0.04
C: -4.209 3.052 0.229  0.24
C: 4.104 0.902 -0.062  0.15
C: -0.001 -2.850 1.133  -0.01
C: 0.857 2.740 0.612  0.06
C: -3.849 1.686 0.167  0.01
H: 4.435 -0.095 -0.321  0.00
H: 0.012 -2.298 2.073  0.01
H: 0.630 3.687 1.093  0.00
H: 0.017 -5.992 -0.145  0.00
H: -1.152 4.523 0.214  -0.01
H: -5.255 3.310 0.283  -0.01
H: -2.624 -1.937 -0.161  -0.01
H: -5.848 0.870 0.112  0.00
H: -3.534 5.086 0.242  0.01
H: -5.042 -1.487 0.002  0.00
H: -0.031 -2.149 -2.080  0.01
H: 2.881 4.424 0.969  0.00
H: 0.073 -4.640 -2.236  0.00
H: 6.068 1.730 -0.050  0.00


No. 5
C21H14BrN2O5RuS as an isolated structure in a non-equilibrium geometry, computed with ωB97M-V/def2-TZVPD.

## Properties
F_max (eV/A): 2.4
Lowest unoccupied orbital energy (spin up / spin down) (eV): 1.07 / 1.09
Net charge: -1

Each line ends with the natural charge from an NBO analysis.
Geometry (Å):
Ru: -0.478 0.048 -0.130  0.93
Br: -1.520 0.285 -2.323  -0.30
S: -2.785 -0.572 0.274  0.10
O: -0.291 2.094 -0.093  -0.68
O: -1.111 4.517 0.037  -0.68
O: 0.407 -0.744 3.302  -0.62
O: -0.956 0.260 1.781  -0.70
O: -0.395 -1.975 -0.119  -0.61
N: 1.754 1.552 0.776  -0.42
N: 1.279 0.272 0.583  -0.26
C: 0.587 -2.644 0.359  0.41
C: -1.991 -2.346 3.927  -0.17
C: -0.631 -0.628 2.688  0.78
C: 2.659 -4.312 1.353  -0.29
C: -4.011 -3.201 2.997  -0.20
C: 0.485 6.176 0.478  -0.28
C: 2.812 -2.957 1.347  -0.12
C: 1.167 3.860 0.496  -0.15
C: 1.453 -4.863 0.866  -0.19
C: -2.762 -1.522 1.774  -0.14
C: -3.091 -3.176 4.036  -0.26
C: 0.167 4.823 0.331  0.35
C: 1.778 6.567 0.761  -0.19
C: 0.456 -4.066 0.390  -0.23
C: 2.467 4.280 0.775  -0.15
C: 0.857 2.421 0.390  0.55
C: -3.840 -2.409 1.878  -0.24
C: -1.832 -1.517 2.823  -0.15
C: 2.785 5.617 0.904  -0.28
C: 2.080 -0.704 0.938  0.19
C: 1.804 -2.086 0.865  -0.24
H: -1.226 -2.310 4.693  0.22
H: 3.724 -2.512 1.727  0.20
H: 3.223 3.516 0.894  0.23
H: -3.231 -3.800 4.910  0.20
H: 1.315 -5.937 0.874  0.20
H: -4.869 -3.860 3.050  0.20
H: -1.149 3.545 -0.094  0.52
H: 3.039 -0.391 1.343  0.21
H: -0.313 6.897 0.361  0.22
H: -4.547 -2.473 1.062  0.21
H: 3.442 -4.955 1.731  0.21
H: 2.005 7.620 0.867  0.20
H: 3.801 5.918 1.119  0.20
H: -0.475 -4.474 0.021  0.22